Density functional theory data (ωB97M-V/def2-TZVPD) for a molecular structure, C51H104F18N7O9PS4 in a non-equilibrium geometry.

```
194
Properties=species:S:1:pos:R:3:forces:R:3:mulliken_charge:R:1
C 1.069228 5.443274 2.067324 1.154 -0.437 0.195 0.064
C 1.422524 6.559756 1.071325 0.170 0.406 1.333 -1.080
C 0.270977 6.737096 0.125641 -1.062 0.363 -0.878 -0.413
C 0.327620 5.584073 -0.878653 0.775 1.112 -0.833 -0.672
N -0.587235 5.749738 -2.068483 -0.464 0.593 0.428 1.207
C -0.423084 4.568830 -2.979299 -0.039 0.064 -0.084 -1.048
C -1.760485 3.787848 -2.954926 2.036 -0.622 0.675 0.856
C -2.728695 4.911949 -2.750605 -0.722 -0.571 -0.128 -1.028
C -2.096713 5.673950 -1.641883 1.625 1.529 -0.421 -0.216
C -0.289410 7.056617 -2.802812 -0.975 -1.052 -0.102 -1.614
C 1.126059 7.252823 -3.302868 -0.551 0.007 -0.216 -0.327
C 1.079925 8.162699 -4.549517 1.320 -0.631 -0.063 -1.496
H 1.934393 5.076300 2.660949 -0.453 0.598 -0.219 -0.135
H 0.743934 4.565972 1.544231 -0.185 -0.586 -0.452 -0.327
H 0.234078 5.681745 2.722910 0.141 0.434 0.118 0.475
H 2.352501 6.418746 0.496768 -0.288 -0.490 0.227 0.376
H 1.629393 7.490502 1.619732 -0.303 -0.180 -0.036 0.446
H 0.279951 7.763614 -0.294696 0.204 -0.715 -0.196 0.415
H -0.730199 6.637947 0.581298 0.506 0.242 0.446 0.180
H 0.012428 4.685183 -0.375951 0.069 -0.445 -0.051 -0.078
H 1.375869 5.471869 -1.274340 -1.054 -0.029 0.323 0.740
H -0.221851 4.960906 -3.962999 0.127 0.023 -0.428 0.230
H 0.463658 4.133591 -2.562341 0.187 -1.045 -0.540 0.417
H -1.874095 3.152119 -3.840652 -0.173 0.395 0.116 0.749
H -1.729127 3.117845 -2.077832 -0.291 0.270 -0.374 -1.027
H -2.900277 5.403748 -3.701665 -0.108 0.592 0.090 0.485
H -3.637277 4.507915 -2.363095 -0.946 -0.141 -0.044 0.188
H -2.386827 6.698794 -1.393810 -0.331 -0.208 -0.350 0.511
H -2.113587 5.106197 -0.737058 -0.037 -0.434 0.353 -0.210
H -0.576838 7.828420 -2.121070 -0.158 0.591 0.260 0.738
H -1.004522 7.069802 -3.632636 0.107 -0.034 0.087 0.679
H 1.610833 6.292071 -3.491716 -0.028 0.079 -0.316 0.326
H 1.695856 7.713667 -2.503161 0.260 0.216 0.018 0.419
H 2.116102 8.476838 -4.757980 -0.501 0.016 -0.186 0.406
H 0.481414 9.035810 -4.420754 -0.338 0.778 0.547 0.385
H 0.660230 7.707772 -5.451677 0.208 -0.440 0.236 0.355
C -3.729146 -10.294306 1.476668 -0.046 0.285 -2.138 -1.429
C -3.753172 -9.131123 2.400129 -0.645 0.227 0.768 -0.373
C -2.930442 -7.963727 1.939250 0.779 1.563 0.397 -0.491
C -3.050553 -6.759597 2.940022 0.803 -0.408 0.423 -1.286
N -2.718830 -5.436116 2.319384 -0.254 0.552 -1.591 0.873
C -2.910591 -4.261471 3.315240 -1.215 -0.604 -0.836 -0.275
C -4.360157 -3.779915 3.030057 1.738 1.035 1.039 -0.816
C -4.365505 -3.771845 1.528146 -0.502 -1.356 -0.256 0.121
C -3.845349 -5.200994 1.179071 1.395 2.289 0.834 -0.667
C -1.316757 -5.400510 1.706812 0.030 -0.089 0.954 -0.017
C -0.229485 -5.640467 2.737873 0.598 -0.780 -0.484 -0.162
C 1.127101 -5.806072 1.989748 -0.338 1.124 -0.079 -1.026
H -2.702490 -10.627380 1.291366 -0.148 -0.088 0.123 0.336
H -4.147075 -9.997458 0.489996 0.285 -0.218 0.381 0.320
H -4.326667 -11.118805 1.802273 -0.246 -0.517 0.423 0.423
H -3.469724 -9.533608 3.361615 0.496 0.380 0.609 0.328
H -4.760150 -8.727599 2.570541 -0.117 -0.367 -0.215 0.349
H -3.270408 -7.582486 0.978317 -0.485 -0.215 -0.171 0.374
H -1.884431 -8.201519 1.692730 -0.094 -0.159 0.644 0.389
H -2.423833 -6.827716 3.849815 -0.192 -0.378 -0.562 0.580
H -4.070030 -6.658010 3.314798 -0.060 -0.127 -0.167 0.460
H -2.199339 -3.471563 3.121593 0.131 -0.070 -0.450 0.038
H -2.750148 -4.586164 4.319594 0.084 -0.592 0.610 0.234
H -4.405595 -2.735099 3.455039 -0.565 -1.213 -0.257 0.455
H -5.081659 -4.490019 3.458789 0.022 0.541 -0.022 0.400
H -3.772883 -2.951096 1.136169 0.145 -0.094 -0.246 -0.521
H -5.384268 -3.693124 1.175445 -0.182 0.242 -0.433 0.547
H -3.440532 -5.287698 0.163599 0.059 -0.197 0.590 0.124
H -4.596569 -5.917640 1.402249 -0.613 -0.574 -0.041 0.760
H -1.180715 -4.441830 1.206157 -0.275 -0.125 0.211 -0.956
H -1.170249 -6.191010 0.987491 -0.712 -0.096 -0.452 1.009
H -0.452426 -6.586183 3.263852 0.185 0.545 0.072 0.228
H -0.155190 -4.807346 3.428660 -0.007 -0.009 0.341 0.228
H 1.292676 -4.893589 1.405375 -0.038 0.009 -0.021 -0.026
H 1.136559 -6.596616 1.223994 0.026 -0.096 0.677 0.368
H 1.972593 -5.828277 2.687107 -0.242 -0.569 -0.168 0.406
C -1.651738 0.404696 5.540684 0.402 -0.229 -1.019 -1.124
C -0.180795 0.408933 5.897095 0.367 -0.914 0.840 -0.606
C 0.745786 0.731208 4.736557 0.766 -0.740 0.294 0.958
C 2.169124 0.889590 5.323357 -1.235 0.114 0.537 -1.827
N 3.245468 1.400090 4.449963 0.028 0.768 -0.768 0.776
C 2.815662 2.716259 3.823387 0.241 0.752 0.007 -0.770
C 2.812768 3.706592 4.977320 0.005 -0.635 0.100 -0.769
C 4.079199 3.299438 5.765637 -0.066 -0.038 -0.591 -0.748
C 4.408464 1.869759 5.261713 -0.060 -0.071 0.765 -0.684
C 3.661146 0.409892 3.411272 0.513 -0.601 0.253 -0.016
C 3.893985 -1.010239 3.947322 -0.931 0.706 0.641 -0.487
C 4.540172 -1.929076 2.973334 0.214 -0.122 -1.149 -1.094
H -1.849374 1.299287 4.976486 -0.345 0.550 -0.278 0.321
H -2.294269 0.441066 6.412074 -0.111 -0.441 0.033 0.436
H -1.857833 -0.425910 4.832685 -0.232 0.261 0.706 0.060
H 0.090438 -0.589207 6.356061 -0.071 1.114 -0.257 0.270
H 0.015425 1.213068 6.613795 -0.176 -0.303 0.384 0.398
H 0.352247 1.611055 4.272298 0.088 0.828 -0.298 0.239
H 0.713889 -0.039774 3.980256 0.035 -0.463 -0.305 -0.509
H 2.477621 -0.008309 5.857481 0.211 -0.151 -0.457 0.604
H 2.080755 1.610296 6.113236 -0.015 0.462 0.421 0.761
H 3.599844 3.023506 3.135465 0.096 -0.346 -0.283 0.621
H 1.881399 2.674057 3.295525 -0.287 -0.477 -0.277 0.108
H 2.792212 4.741711 4.653207 0.226 -0.019 -0.141 0.577
H 1.912688 3.564410 5.565208 -0.132 0.082 0.203 0.315
H 4.909543 3.965380 5.451628 -0.437 -0.367 0.782 0.322
H 3.846387 3.307497 6.830468 0.584 0.233 -0.051 0.340
H 5.287091 1.845828 4.642788 0.231 0.171 -0.480 0.407
H 4.571985 1.110337 6.006053 0.073 -0.022 0.670 0.522
H 4.599606 0.797676 2.989292 -0.592 -0.040 -0.345 0.668
H 2.831565 0.383497 2.731618 -0.042 0.160 -0.874 -0.406
H 2.921797 -1.408146 4.261590 0.178 -0.077 0.040 0.273
H 4.530981 -0.968054 4.803614 0.321 0.103 0.931 0.393
H 3.949349 -1.931732 2.055224 0.216 -0.139 -0.223 -0.066
H 4.583089 -2.958766 3.332586 0.076 0.171 0.096 0.402
H 5.552937 -1.579729 2.736388 -0.176 -0.235 -0.058 0.423
C 0.138165 2.432657 -6.205514 -0.460 -0.091 -0.814 -1.671
C 0.107532 1.226892 -5.267222 0.444 0.723 0.650 0.935
C 1.469978 0.488576 -5.225625 -0.948 1.306 -0.517 -1.471
C 1.502715 -0.518684 -4.123859 1.000 -0.846 0.527 0.334
N 2.762732 -1.402917 -4.176026 -0.644 0.745 0.166 1.484
C 3.981356 -0.478229 -4.291765 0.098 -1.569 -1.370 -0.820
C 4.379268 -0.550662 -5.772115 -0.622 -0.710 -0.056 -0.647
C 4.000295 -2.058793 -6.072758 -0.215 1.198 -1.534 -0.985
C 2.670301 -2.322304 -5.367109 1.968 -0.021 0.271 -0.380
C 2.857063 -2.139445 -2.897153 -0.406 0.255 0.103 -0.554
C 3.952819 -3.149349 -2.797215 0.264 -0.819 -0.799 0.023
C 4.145999 -3.536251 -1.352120 -0.271 -0.946 -0.214 -1.479
H -0.764107 3.025004 -6.059550 0.062 0.293 0.333 0.433
H 0.015849 2.154545 -7.256459 0.508 -0.174 -0.014 0.408
H 1.031965 3.077701 -6.103203 -0.439 -0.400 0.096 0.339
H -0.710863 0.531252 -5.494062 0.249 0.224 -0.117 0.298
H -0.126481 1.680481 -4.290455 0.200 -0.573 0.111 -0.581
H 2.267582 1.247150 -5.189154 -0.255 -0.252 0.440 0.615
H 1.573992 0.062834 -6.213560 0.097 -0.566 -0.257 0.516
H 0.670785 -1.220999 -4.169677 -0.034 0.228 0.026 -0.148
H 1.581542 -0.106457 -3.117312 -0.465 0.425 -0.259 -0.718
H 4.763355 -0.987149 -3.768613 0.408 0.008 0.563 0.807
H 3.763743 0.446607 -3.813923 -0.232 0.776 0.161 0.023
H 5.450546 -0.383474 -5.920988 -0.264 0.076 0.083 0.489
H 3.801586 0.164248 -6.393073 0.445 -0.594 0.259 0.243
H 4.787565 -2.757989 -5.806811 0.025 0.079 0.678 0.377
H 3.901566 -2.246240 -7.138876 -0.119 0.232 -0.234 0.468
H 2.661636 -3.372517 -5.111723 -0.340 -0.072 0.671 0.318
H 1.752584 -2.114639 -5.873181 -0.214 0.351 -0.682 0.495
H 1.895424 -2.576202 -2.730975 -0.607 -0.615 0.044 -0.088
H 2.926840 -1.392341 -2.130528 0.363 0.593 0.461 -0.077
H 4.893390 -2.783918 -3.255783 -0.408 -0.235 0.424 0.404
H 3.658688 -4.048595 -3.346047 0.157 0.066 -0.149 0.362
H 4.973638 -4.216913 -1.246527 0.790 0.201 0.083 0.516
H 3.336343 -4.171969 -0.970342 -0.349 0.686 -0.073 0.090
H 4.265877 -2.623079 -0.807666 0.231 0.257 0.938 0.464
C 1.201693 -1.796120 1.149563 -0.500 -0.637 1.246 0.524
C -0.307614 -1.473753 1.318381 0.674 0.813 0.666 1.177
O -1.075161 -1.891848 2.150894 1.276 0.549 -1.399 -0.536
N -0.793696 -0.484354 0.276593 -0.646 -0.631 0.543 2.743
H -0.034355 0.104394 -0.051238 0.515 0.120 0.145 -0.505
H -0.928376 -1.173420 -0.527403 -0.551 0.403 0.053 -1.192
C -1.998230 0.382056 0.617031 -0.432 0.199 -0.567 -0.329
H 1.914314 -0.978674 1.121525 -0.555 0.826 0.287 -0.874
H 1.412546 -2.254009 0.206682 -0.386 -0.574 -0.756 -0.508
H 1.545058 -2.500119 1.936387 -0.540 0.354 -0.387 0.662
H -2.843635 -0.213588 0.977556 0.530 0.086 -0.041 0.411
H -2.355837 0.935339 -0.278303 0.521 -0.812 0.256 -0.394
H -1.727447 1.183322 1.308660 0.257 -0.496 0.259 0.551
C -0.392820 -4.348212 -3.346409 3.318 -0.172 -0.891 0.273
F -1.233574 -5.047442 -4.018169 -0.739 -0.776 0.282 -0.176
F 0.901399 -5.004854 -3.429689 -2.377 0.961 0.407 -0.274
F -0.193432 -3.203118 -4.059668 -0.138 -0.380 0.836 -0.196
S -0.733809 -3.985495 -1.508922 -0.994 0.418 -1.757 0.726
O -1.752993 -4.881322 -1.080748 0.029 -0.797 -0.189 -0.545
O 0.563087 -4.038938 -0.927405 0.532 0.232 0.436 -0.395
N -1.270074 -2.501837 -1.573233 -0.984 0.439 -0.230 -1.502
S -2.818059 -2.232700 -2.161645 0.568 1.899 1.901 0.964
O -3.346014 -3.301032 -2.892251 -0.347 -1.735 -1.172 -0.640
O -3.658301 -1.549331 -1.209417 1.025 -0.706 0.265 -0.343
C -2.495888 -0.837277 -3.300827 -0.870 -1.913 -1.574 0.181
F -2.030393 -1.281493 -4.504114 0.092 0.464 0.826 -0.256
F -3.724340 -0.363639 -3.546199 1.101 0.870 0.283 -0.180
F -1.616385 -0.015504 -2.773425 -0.267 0.937 -0.090 0.094
C -2.987757 4.591724 1.855644 2.093 -2.126 -0.938 0.497
F -2.437637 4.722548 3.031795 0.600 0.441 1.058 -0.229
F -3.058246 5.701126 1.230645 -0.928 3.288 -0.472 -0.219
F -1.999223 3.951798 1.039137 -0.498 -0.887 0.931 0.012
S -4.533490 3.699716 1.970353 0.610 1.040 2.527 0.845
O -4.134258 2.495469 2.632868 -0.199 -0.530 0.188 -0.506
O -5.298590 4.682270 2.689586 -0.215 -0.603 -0.392 -0.735
N -4.821723 3.639232 0.490806 -1.529 -2.434 -3.378 -0.408
S -4.813965 2.198644 -0.349574 1.148 3.556 0.814 1.009
O -3.733242 2.296950 -1.308994 -0.330 -0.310 -0.256 -0.597
O -4.836896 1.036452 0.459385 -0.917 -0.788 0.106 -0.585
C -6.337001 2.424529 -1.431379 0.978 -0.153 1.192 0.594
F -6.520992 1.165705 -1.819843 -0.501 0.240 -1.126 -0.182
F -7.418100 2.892348 -0.869292 -0.430 -0.244 0.723 -0.206
F -6.015989 3.297170 -2.375107 0.143 -0.615 -0.768 -0.201
P 1.977609 1.883953 -0.546275 1.512 -1.951 0.714 2.328
F 2.849594 2.031958 -1.843755 0.271 0.107 -1.350 -0.400
F 0.709231 2.424607 -1.252165 -1.333 0.878 -0.726 -1.203
F 1.510875 0.313970 -1.041774 0.079 0.374 -0.175 -0.505
F 1.126592 1.598333 0.777402 -0.950 0.129 1.158 -0.276
F 3.211531 1.185786 0.176874 1.041 -0.781 0.581 -0.437
F 2.472879 3.275532 0.007056 -0.421 1.050 0.071 -0.244
```
Positions in Å, forces in eV/Å.

Molar mass = 1460.639 u
Energy = -184967.269 eV
Charge = +2